53
Properties=species:S:1:pos:R:3:forces:R:3:lowdin_charge:R:1 method="wB97M-V/def2-TZVPD" spin_multiplicity=3 homo_lumo_gap_ev="6.354 / 8.471" homo_energy_ev="-5.774 / -7.910" energy_ha=-3459.94562
Ti 0.517926 -1.611652 -0.097711 0.1906 -0.5670 0.9421 0.562
C 4.002765 1.347289 2.819879 -0.0042 0.0139 -0.0058 0.010
C 3.008184 0.345683 3.265220 0.0322 0.0778 0.0559 -0.340
N 2.634172 0.135484 4.482853 0.0434 0.0144 0.0277 0.134
N 1.657796 -0.818298 4.377231 -0.0483 0.0052 -0.1009 0.041
C 1.390870 -1.184475 3.119168 0.1431 0.0561 -0.0649 -0.779
S 0.248415 -2.256188 2.543142 -0.0136 -0.1151 -0.1633 0.682
N 2.315039 -0.473780 2.403448 -0.1665 -0.0453 0.1110 -0.088
N 2.320910 -0.433112 1.013388 -0.0596 0.1360 -0.3363 0.066
H 4.382403 1.868449 3.694283 0.0081 -0.0004 -0.0035 0.089
H 3.529755 2.070355 2.152324 -0.0081 -0.0049 -0.0047 0.087
H 4.835764 0.879867 2.293140 -0.0080 -0.0109 -0.0069 0.087
H 1.150738 -1.119418 5.189814 -0.0135 0.0037 -0.0050 0.155
H 2.171850 0.536708 0.708325 -0.0096 -0.0431 -0.0068 0.071
H 3.210718 -0.769221 0.655675 -0.0346 -0.0725 0.0514 0.107
N -4.430165 5.753556 0.823785 -0.0168 -0.0094 -0.0552 0.094
C -3.427184 4.790664 0.820991 0.0358 -0.0191 0.0049 -0.320
C -3.595357 3.593088 1.521875 0.0195 0.0196 -0.0223 -0.028
C -2.579462 2.659227 1.562891 -0.0563 -0.0908 0.0851 -0.056
C -1.385146 2.905322 0.904494 0.1410 0.0476 -0.0291 -0.312
C -1.203988 4.087012 0.204840 0.0436 -0.0072 -0.0221 -0.062
C -2.215832 5.027372 0.166550 -0.0156 -0.0268 0.0238 -0.027
S -0.104647 1.701213 0.969757 -0.1115 0.0918 0.2002 0.600
O 0.103951 1.340353 2.353630 -0.0644 -0.0174 -0.0650 -0.304
O 1.067034 2.239630 0.292795 -0.0053 0.0165 -0.0674 -0.330
N -0.613516 0.376479 0.226565 0.2480 0.2330 0.4007 -0.162
C -1.042775 0.379867 -1.053655 0.0178 -0.1339 -0.2546 -0.468
N -0.802985 -0.843143 -1.594980 -0.1801 0.1822 -0.6344 -0.012
C -1.169452 -1.051146 -2.848571 -0.1630 -0.0243 -0.2400 -0.110
C -1.797896 -0.063131 -3.590646 0.0720 -0.0646 0.1492 -0.052
C -1.968650 1.158580 -2.956063 -0.0475 0.0144 -0.1308 -0.119
N -1.594844 1.402324 -1.705826 0.0419 -0.0569 0.1098 0.155
H -5.359583 5.403852 0.992642 0.0086 0.0119 0.0139 0.087
H -4.401300 6.403454 0.054677 0.0002 0.0089 0.0220 0.087
H -4.525811 3.400756 2.042081 -0.0125 0.0123 -0.0011 0.110
H -2.715713 1.735135 2.110941 0.0322 -0.0028 -0.0076 0.121
H -0.271008 4.257117 -0.315028 -0.0029 -0.0051 0.0071 0.112
H -2.069209 5.953786 -0.375447 -0.0184 0.0149 0.0006 0.110
H -0.937028 -2.023660 -3.270198 0.0068 0.0238 0.0352 0.118
H -2.104534 -0.228859 -4.611413 -0.0080 0.0156 -0.0079 0.097
H -2.423624 1.991382 -3.483489 0.0033 -0.0022 0.0115 0.110
O 0.217910 -3.651770 -0.353914 -0.0019 0.1584 -0.0333 -0.303
N 0.709038 -4.361916 -1.368777 -0.0737 0.0728 0.0276 -0.200
C 0.206839 -5.608405 -1.529790 0.1114 0.1165 0.0138 -0.019
C 0.659463 -6.425885 -2.523692 0.0328 0.0130 -0.0198 -0.063
C 1.664153 -5.943376 -3.373274 -0.0017 -0.0199 -0.0068 -0.074
C 2.157822 -4.679014 -3.193768 -0.0213 0.0320 0.0350 -0.090
C 1.676880 -3.836422 -2.169071 -0.1007 -0.2204 -0.0065 -0.676
S 2.226630 -2.245259 -1.911931 0.0557 0.2261 0.0066 0.647
H -0.551199 -5.857446 -0.803827 -0.0161 -0.0447 -0.0239 0.138
H 0.244263 -7.415922 -2.634639 -0.0077 -0.0019 0.0065 0.105
H 2.048808 -6.566808 -4.169234 0.0044 0.0014 -0.0022 0.108
H 2.930809 -4.275695 -3.831458 -0.0009 -0.0127 -0.0133 0.104